1.
A 2-piece molecular cluster, C33H46F2NO7P overall in a non-equilibrium geometry, computed with ωB97M-V/def2-TZVPD.

Results
highest occupied orbital energy	-0.2479	Ha
net charge	0
gap between HOMO and LUMO	6.6241	eV
electronic energy	-2407.47314	a.u.

Structure (XYZ):
```
90
C33H46F2NO7P ωB97M-V/def2-TZVPD
H -2.70 3.93 -3.55
O 2.60 -4.25 2.80
F -3.93 1.98 -0.82
H 0.69 -0.82 1.54
C 0.08 -3.46 -3.24
C -0.66 -1.01 -2.98
H 3.31 -0.52 6.39
H -0.01 5.59 -5.11
H 3.31 3.79 1.13
C 0.49 -1.96 -3.32
O -1.64 2.52 3.08
C -4.01 -2.64 0.56
H -0.06 -3.88 -4.23
C 0.55 4.01 -2.76
H 4.61 -6.50 3.51
H -1.72 5.13 -5.14
O 4.75 -4.20 2.14
H 1.45 -2.41 -4.93
H 1.13 0.60 6.77
H 2.35 2.11 -0.58
C -0.13 -1.51 1.75
H -4.50 -3.48 0.08
F -3.16 0.03 0.96
H 0.31 -2.51 1.65
H -1.99 2.30 -3.53
H -1.78 3.35 -2.15
H 0.77 0.88 -0.49
H 0.79 -4.04 -2.67
H 4.58 3.74 -0.09
C 2.65 -1.55 4.64
C -4.25 0.89 -1.48
C 4.18 -5.61 3.96
O -5.35 0.67 -1.80
H -0.88 -3.58 -2.72
C 0.20 -0.25 5.03
C 3.69 4.26 0.22
C 3.81 -4.59 2.86
C -1.85 3.34 -3.24
C -1.19 -1.36 0.66
C -1.17 1.17 1.22
O 0.36 1.68 -2.37
H 1.52 0.06 -1.91
H -2.55 -4.77 2.14
H -0.89 -4.27 2.20
H -2.14 0.58 3.18
C -1.72 1.42 2.62
H -1.73 1.36 -1.16
H 0.62 -1.75 -0.42
H 0.90 6.12 -2.98
H -1.06 5.97 -3.77
H -1.29 2.11 0.69
C -1.90 -3.90 2.21
C 1.17 5.22 -2.47
H -1.58 -1.56 -3.11
N -0.36 -1.51 -0.61
H -3.43 -1.05 -1.75
H -4.44 -2.55 1.56
H 3.59 -2.06 4.48
C -3.11 -0.02 -1.81
H -2.90 0.17 -2.86
H -0.16 3.21 -4.60
H 1.33 -1.87 -2.61
H 3.89 5.29 0.49
H -0.74 -2.39 -1.02
C -0.53 3.89 -3.82
H -2.14 -3.38 3.14
C 2.17 5.33 -1.51
H 3.30 -5.89 4.55
C 2.48 -0.68 5.72
H 2.62 6.29 -1.30
C -0.84 5.21 -4.52
C 1.25 -0.05 5.92
O -0.65 -1.30 3.02
C 0.98 2.87 -2.05
P -2.21 -2.95 0.69
C -0.55 -0.37 -1.60
C 2.00 2.98 -1.12
H 4.92 -5.17 4.63
H -0.65 -0.23 -3.74
C -1.87 0.00 0.49
C 1.59 -1.74 3.77
C 2.61 4.21 -0.83
H -0.75 0.25 5.21
H -0.10 1.00 1.36
H 1.74 -2.40 2.93
C -1.82 0.29 -1.04
C 0.65 0.59 -1.53
H -4.26 -1.72 0.04
O 0.96 -1.65 -4.62
C 0.39 -1.09 3.95
```

=====

2.
A 3-piece molecular cluster, C33H46F9N5O10P2S overall in a non-equilibrium geometry, computed with ωB97M-V/def2-TZVPD.

Results
highest occupied orbital energy	-0.3245	Ha
net charge	0
gap between HOMO and LUMO	7.6284	eV
electronic energy	-4290.92184	a.u.

Structure (XYZ):
```
106
C33H46F9N5O10P2S ωB97M-V/def2-TZVPD
H -5.88 -8.30 -3.40
P -2.70 -6.91 -3.94
O 6.54 6.12 2.66
F -5.29 -2.54 1.21
C -0.79 -1.46 2.10
H 2.03 4.43 -0.70
H -5.47 -0.09 -2.63
H 0.06 -7.57 -4.08
F -5.72 -0.91 3.08
H 1.84 -2.02 1.08
H -4.42 1.99 -0.70
C 1.40 4.37 -1.58
C -4.42 -9.83 -3.08
H -3.60 3.10 -2.80
H -1.44 -1.31 2.96
H 4.73 2.05 4.88
F -3.74 -1.97 -0.97
C -4.02 0.66 2.73
F -4.08 1.40 1.62
F -5.44 -0.60 0.34
O -2.54 -8.01 -4.94
N 0.93 5.73 -1.87
P 6.65 4.52 2.37
C -4.49 -0.82 2.54
H -3.89 -3.88 -2.45
H 2.07 4.02 -2.38
C 9.63 5.73 2.50
C 4.44 3.14 3.05
F -4.83 1.24 3.62
H 0.42 -7.43 -2.36
C -1.11 -0.47 0.96
H 6.16 5.38 5.32
H -4.27 -5.06 -0.33
C 0.15 -5.54 -3.34
H 7.24 6.75 5.22
F -3.74 -1.71 3.22
C -4.85 -8.51 -3.69
C 6.20 6.44 5.08
H -0.16 -4.98 -2.46
H -3.35 -9.99 -3.19
H 9.88 3.98 3.72
H 1.22 -5.40 -3.50
C 0.64 -1.27 2.64
O -2.96 -5.38 -3.45
H 9.45 6.43 3.31
C -4.63 -1.36 1.08
O 5.35 4.21 3.31
C -3.90 -4.97 -2.44
C -2.96 2.26 -3.10
H 5.82 7.81 3.50
H 0.04 5.93 -1.43
O -1.55 -7.24 -2.82
H 4.69 6.49 3.53
H -4.95 -10.66 -3.55
H 4.35 2.96 1.97
O 6.64 3.28 1.54
H -4.91 -5.26 -2.72
N -2.56 0.26 -0.81
H 0.84 5.82 -2.87
H -5.92 1.27 -3.63
H 2.36 -2.47 2.85
H 5.57 6.97 5.80
O -4.06 -7.44 -3.19
H -3.53 -6.52 -0.97
N -0.21 0.48 0.82
H 3.46 3.47 3.39
H -0.38 -5.12 -4.20
C -1.80 2.18 -2.10
H 0.75 -0.53 3.43
N -0.99 4.15 -3.32
C -0.18 -7.02 -3.17
H 9.05 6.07 1.64
H -2.55 -5.08 -0.77
C -5.21 0.94 -2.87
C -3.54 -5.44 -1.05
C -0.50 1.32 -0.21
C -1.64 1.24 -1.03
C 1.68 -1.97 2.16
C -2.28 -0.58 0.15
C -3.32 -1.71 0.30
C 4.84 1.89 3.80
N 1.64 2.40 0.42
C 1.32 2.89 1.49
O -2.67 5.71 -2.72
H 9.33 3.63 2.08
H -3.84 0.90 -4.49
S -5.58 1.94 -1.38
H 4.22 1.05 3.51
H -0.81 -2.49 1.73
O 1.01 3.18 2.56
F -2.80 -2.87 0.75
C 9.22 4.32 2.92
O 7.89 4.26 3.42
C -1.80 5.01 -3.02
C 5.74 6.73 3.68
C 0.33 3.29 -1.43
C -3.75 0.98 -3.40
H -4.83 -8.54 -4.78
C 0.46 2.34 -0.44
F -2.79 0.74 3.27
H 10.69 5.76 2.23
H -4.63 -9.84 -2.01
H 5.88 1.63 3.63
C -0.84 3.16 -2.27
H -3.24 0.07 -3.11
H -2.51 2.59 -4.04
```

=====

3.
A 3-piece molecular cluster, C33H46FNO10S3 overall in a non-equilibrium geometry, computed with ωB97M-V/def2-TZVPD.

Results
highest occupied orbital energy	-0.3145	Ha
net charge	0
gap between HOMO and LUMO	6.7676	eV
electronic energy	-3386.53871	a.u.

Structure (XYZ):
```
94
C33H46FNO10S3 ωB97M-V/def2-TZVPD
H 6.80 -5.52 -2.70
H -1.22 1.47 1.59
C -4.84 -0.25 -0.19
H 1.56 5.21 -1.98
H 1.21 9.34 5.79
O -1.81 3.53 0.27
C -3.73 1.00 -2.15
H -0.88 -2.47 -1.18
H 1.20 -1.34 -3.91
H 2.75 9.56 4.93
H -3.00 -0.79 2.62
S 2.10 7.27 5.07
O 0.85 -3.94 -2.24
H -6.81 1.87 -1.08
C 0.18 4.37 -0.60
H -1.48 -0.23 1.38
C -3.76 -0.95 1.88
C 0.67 0.85 -2.80
H 1.99 -3.17 2.09
H -1.02 -4.69 -0.83
H -5.39 -2.77 3.90
C 1.58 -2.23 2.43
S 6.54 -4.77 -0.45
H -3.63 -2.76 3.77
C 1.80 9.03 4.93
H 0.87 -2.39 3.23
C -4.66 -2.01 2.05
C -0.59 -5.63 -0.51
C 1.62 -2.75 -2.40
C -5.75 1.96 -0.90
H 3.45 6.10 3.53
H -6.39 -2.96 1.18
C -0.80 0.77 -0.38
C 0.93 -5.60 -0.51
C 0.74 -1.64 -2.99
C 0.60 3.35 -2.73
H 2.42 -1.67 2.85
O 1.89 5.59 0.91
F -0.24 5.01 1.81
H -3.95 0.95 -3.21
O -2.98 0.98 0.67
H 6.67 -2.65 -1.54
C 3.12 7.13 3.60
H 2.11 -2.49 -1.47
H -6.54 -1.44 -0.72
H 2.22 0.38 -3.99
C 1.55 -4.98 -1.71
O 2.99 7.08 6.24
H 7.79 -2.78 -0.16
H -4.58 -3.97 2.91
C -5.01 0.69 -1.36
C -4.55 -2.93 3.22
H 1.24 9.23 4.01
H 5.33 -4.51 -2.49
H 0.39 -0.63 1.71
C -0.82 3.29 -0.34
C 0.27 2.04 -2.16
H -3.41 2.02 -1.96
H -0.97 -5.89 0.47
H 3.98 7.80 3.70
O -0.17 6.82 0.26
C 0.98 -1.45 1.30
C -3.84 -0.09 0.78
C 7.38 -3.29 -1.03
C 0.85 4.42 -1.75
H 2.40 -2.97 -3.13
O 0.20 -2.32 0.52
H -0.95 -6.40 -1.20
H -1.69 -1.68 0.13
C -5.74 -1.30 0.00
O 5.35 -4.30 0.31
C -5.67 -2.17 1.09
H -5.40 2.84 -1.44
H 1.52 1.81 -4.36
C -1.61 0.73 0.90
H 8.19 -3.58 -1.70
C -0.46 1.99 -0.96
C 0.37 -0.40 -2.20
H 1.32 -6.61 -0.45
O 2.55 -5.37 -2.22
H 1.78 -0.99 0.71
H 1.29 -5.08 0.37
H -2.93 0.31 -1.93
C -0.74 -1.75 -0.38
O 0.68 3.58 -3.91
H 5.34 -6.19 -1.91
C -0.36 -0.43 -0.99
C 5.94 -5.29 -2.05
H -0.20 -2.12 -3.28
H -5.63 2.12 0.16
H -5.68 0.18 -2.04
H 2.52 7.39 2.73
S 0.50 5.62 0.60
N 1.34 0.88 -4.04
```

=====

4.
C33H46IrN7O7P2S as an isolated structure in a non-equilibrium geometry, computed with ωB97M-V/def2-TZVPD.

Results
highest occupied orbital energy	-0.2819	Ha
net charge	0
gap between HOMO and LUMO	7.7308	eV
electronic energy	-3380.58626	a.u.

Structure (XYZ):
```
97
C33H46IrN7O7P2S ωB97M-V/def2-TZVPD
H -1.61 -4.88 2.64
H 1.19 -2.08 7.28
H 1.64 -2.49 -1.53
C 0.45 3.17 -1.17
H -2.99 -2.46 1.79
H -1.64 4.97 2.81
C 4.02 -0.03 -2.34
H 0.67 1.36 8.68
C -0.75 4.69 2.24
H 1.10 2.23 7.20
C 1.64 -0.03 -2.51
P -2.45 1.14 -2.46
N -0.75 1.33 0.89
N 0.54 3.18 0.28
C 3.89 0.01 -0.97
H 3.78 0.15 6.83
C 4.16 0.14 4.74
C -1.85 -0.68 1.48
C 1.74 3.81 0.82
H 0.75 -0.05 -3.13
H 0.58 4.19 -1.52
C -2.98 1.37 2.03
H 5.01 -0.04 -2.79
H 2.35 1.40 8.13
H 5.23 0.17 4.86
C 1.41 -1.16 7.83
C -1.87 0.71 1.52
H 0.31 0.03 4.31
C 1.87 -3.67 0.96
C -4.04 -0.73 2.49
H 0.11 5.18 2.70
C -0.66 -2.57 3.52
C 2.71 0.08 1.17
H -3.03 2.45 1.96
H 0.93 -4.11 -1.44
C -4.05 0.66 2.54
H -0.33 1.61 3.52
H 1.73 4.89 0.68
N 1.74 0.07 2.01
C 3.33 0.13 5.84
H 2.46 -1.17 8.11
C 2.19 0.08 3.32
N -0.54 -3.15 2.20
O -1.66 -1.52 -1.64
H -1.66 2.67 4.01
C 1.92 0.08 5.72
O -3.51 -2.69 -3.00
H 1.90 -3.43 2.02
C -0.66 2.64 3.57
C 3.58 0.12 3.47
C -0.21 -2.43 1.08
C 1.48 0.02 -1.12
O -4.12 -1.19 -1.05
C 2.88 -0.05 -3.12
H -0.70 -0.89 6.08
H 4.79 0.03 -0.37
H 2.61 3.40 0.30
H 1.83 -4.76 0.83
H -1.69 -2.63 3.90
H -0.53 2.82 -1.48
H -2.96 2.14 -4.30
P -3.09 -1.53 -2.22
H -0.74 -4.92 1.10
C 0.80 -3.07 -1.15
O -3.02 2.33 -3.35
H -4.90 1.19 2.94
N -0.70 -1.23 0.86
H -3.95 -0.29 -0.72
H -1.01 -0.02 7.59
H -0.36 -1.53 3.50
O -2.89 1.32 -1.05
C -0.31 2.54 1.12
C 1.05 0.07 6.98
H 0.02 3.18 4.24
H 2.79 -3.31 0.49
O -0.93 1.01 -2.61
C 1.38 0.06 4.45
C -0.68 -4.59 2.14
H -0.86 5.04 1.22
H 1.84 3.58 1.88
C 2.64 0.04 -0.32
H 2.95 -0.09 -4.20
H -0.13 -2.71 -1.59
N 0.74 -3.01 0.31
C 1.32 1.34 7.80
Ir -0.44 0.03 -0.69
H 1.21 2.54 -1.62
H 0.15 -5.11 2.63
S 4.32 0.12 1.92
O -3.13 -0.14 -3.12
H -4.89 -1.30 2.83
H 0.81 -1.16 8.74
H -0.78 0.88 6.09
H -0.01 -3.11 4.21
C -0.44 0.01 6.65
N -0.62 3.24 2.26
C -2.96 -1.39 1.94
```

=====

5.
C33H46NNiP3 as an isolated structure in a non-equilibrium geometry, computed with ωB97M-V/def2-TZVPD.

Results
highest occupied orbital energy (alpha / beta)	-0.0894 / -0.2574	Ha
multiplicity	3
net charge	0
gap between HOMO and LUMO (alpha / beta)	2.5650 / 6.6643	eV
electronic energy	-3871.83164	a.u.

Structure (XYZ):
```
84
C33H46NNiP3 ωB97M-V/def2-TZVPD
H -2.48 2.02 -1.82
H 3.37 -0.84 6.25
C 2.69 0.02 2.51
C -0.91 1.18 -4.80
C -0.73 -1.75 -4.91
H -1.46 1.89 -4.16
C 1.90 -0.25 4.79
C -1.49 -1.04 -5.99
C 3.98 -0.32 2.93
H -0.61 1.01 5.64
C -0.24 -0.71 -2.17
H -2.46 -1.54 -6.09
H 1.17 -2.45 -4.22
H -2.02 -3.17 -1.65
H 1.86 2.80 -1.45
H -0.35 1.30 -2.75
C 1.03 3.24 -0.89
H -3.99 -2.70 5.42
H 1.43 -1.49 -6.84
H -0.69 5.31 5.79
H 0.64 4.11 -1.42
H 1.10 -0.21 5.54
H -0.93 -2.29 1.26
C -0.59 4.38 5.22
C 1.15 0.49 -6.03
H 5.23 -0.93 4.59
H 0.80 -2.04 1.40
C -1.00 -3.56 -1.65
H 0.18 -2.02 4.54
C 3.19 -0.60 5.20
C -3.21 -2.14 4.90
H -0.96 -4.46 -1.02
H -0.41 5.40 3.32
H 1.30 0.85 -2.22
P -0.01 0.48 2.87
C -0.87 -1.73 4.42
P 0.14 -2.35 -0.94
H -2.85 0.48 2.74
C 0.62 -1.76 -4.87
H 0.60 0.61 -6.98
H 0.47 -1.10 -2.90
C -0.43 4.44 3.82
C -1.86 -2.46 5.08
C 0.22 0.74 -2.00
H -1.58 -3.28 5.74
C -0.32 2.02 3.75
C 1.63 0.01 3.45
P -0.32 2.03 -0.67
H 0.17 -3.68 1.07
H -1.33 -2.38 -4.25
C -0.64 3.15 5.87
C -1.77 2.79 -1.47
H 2.53 -1.10 -5.50
N -0.07 0.50 1.30
H 2.51 -2.00 -1.30
H -0.18 3.28 2.00
C -0.53 1.97 5.14
C -1.22 -0.63 3.62
H -0.99 -1.14 -6.97
C 1.81 -2.83 -1.44
C 4.23 -0.64 4.27
C -3.57 -1.09 4.04
H 2.11 1.00 -6.16
H -1.77 0.96 -6.75
C 0.04 -2.61 0.86
C 0.44 1.17 -4.91
H 4.79 -0.33 2.20
C 1.48 -1.02 -5.84
H 1.85 -3.15 -2.49
H -4.62 -0.85 3.87
H 2.49 0.29 1.48
C -0.30 3.26 3.09
Ni -0.26 -0.18 -0.42
H -0.76 3.10 6.96
H 1.08 1.82 -4.30
H -2.26 3.40 -0.70
H -0.73 -3.84 -2.68
H 1.37 3.52 0.12
H 2.12 -3.67 -0.81
H -2.84 0.56 -5.40
C -1.80 0.46 -5.77
H -1.26 -0.79 -2.56
C -2.58 -0.34 3.40
H -1.46 3.42 -2.31
```